The following is a quantum chemistry calculation of C3H5NO2 as an isolated structure at a distorted geometry, from the OMol25 dataset.

Values from the calculation:
energy relative to the best compared isomer or geometry (same formula, charge and spin): 345.02 kJ/mol
charge: 0
max |F|: 0.053 hartree/bohr
orbital gap: 9.66 eV

Last column: Mulliken charge in e.
CARTESIAN COORDINATES (ANGSTROEM)
1 N -0.334 0.091 -1.152  -0.294
2 C -0.147 1.284 -0.711  0.099
3 O 0.225 1.499 0.486  -0.520
4 C 0.027 -0.230 1.197  -0.268
5 C 0.360 -1.052 0.068  0.235
6 O -0.269 -2.130 0.384  -0.663
7 H -0.597 -0.049 -2.102  0.166
8 H -0.300 2.125 -1.357  0.399
9 H -1.027 -0.157 1.419  0.247
10 H 0.682 -0.263 2.058  0.277
11 H 1.380 -1.119 -0.293  0.322


The following is a quantum chemistry calculation of C14H34ClN3O6PTi as an isolated structure, from the OMol25 dataset.

Values from the calculation:
charge: +1
max |F|: 0.016 hartree/bohr
orbital gap: 9.61 eV

Last column: Mulliken charge in e.
CARTESIAN COORDINATES (ANGSTROEM)
1 Ti 0.001 -1.127 1.885  -0.559
2 O -0.879 -2.775 3.156  -0.505
3 Cl 0.131 -3.805 2.758  1.004
4 O 1.116 -3.932 3.790  -0.473
5 O -1.737 -1.605 0.773  -0.098
6 O 0.796 -3.015 1.600  -0.458
7 N 2.202 0.518 3.264  -0.719
8 N 1.824 -0.871 3.074  0.050
9 H 1.485 0.921 3.861  0.350
10 H 2.068 0.962 2.359  0.239
11 H 1.778 -1.290 4.000  0.329
12 H 2.618 -1.324 2.631  0.295
13 C -0.382 2.631 -2.396  -1.729
14 C -0.433 1.983 -1.007  1.831
15 C 0.377 2.828 -0.009  -1.559
16 C -1.879 2.010 -0.492  -1.743
17 P 0.241 0.233 -0.977  0.153
18 N 0.530 -0.121 0.567  1.768
19 C -1.009 -1.051 -1.567  1.934
20 C -1.686 -0.661 -2.892  -1.876
21 C -2.155 -1.259 -0.555  -1.895
22 C -0.322 -2.410 -1.751  -1.803
23 C 1.869 0.078 -1.891  1.922
24 C 2.716 1.322 -1.592  -1.872
25 C 2.646 -1.135 -1.350  -1.534
26 C 1.703 -0.060 -3.410  -1.788
27 H -0.848 3.616 -2.330  0.522
28 H -0.928 2.061 -3.146  0.297
29 H 0.638 2.779 -2.747  0.282
30 H -0.095 3.810 0.052  0.543
31 H 1.409 2.983 -0.306  0.333
32 H 0.351 2.380 0.984  0.139
33 H -2.155 3.054 -0.336  0.650
34 H -1.983 1.499 0.467  0.176
35 H -2.589 1.604 -1.208  0.237
36 H -2.308 0.226 -2.798  0.331
37 H -2.330 -1.484 -3.209  0.544
38 H -0.960 -0.493 -3.684  0.301
39 H -2.812 -0.400 -0.502  0.455
40 H -2.408 -1.224 1.429  0.475
41 H -2.737 -2.099 -0.939  0.508
42 H 0.332 -2.413 -2.620  0.442
43 H -1.095 -3.160 -1.929  0.539
44 H 0.243 -2.717 -0.872  0.190
45 H 2.839 1.480 -0.519  0.229
46 H 2.311 2.223 -2.047  0.318
47 H 3.707 1.162 -2.020  0.649
48 H 2.631 -1.168 -0.261  0.145
49 H 3.685 -1.038 -1.671  0.554
50 H 2.279 -2.081 -1.733  0.333
51 H 1.144 0.763 -3.852  0.280
52 H 1.225 -0.999 -3.688  0.317
53 H 2.698 -0.061 -3.860  0.521
54 C -2.458 0.624 4.798  -1.257
55 C -2.079 0.081 3.453  0.891
56 O -2.922 -0.348 2.663  -0.724
57 O -0.799 0.072 3.193  -0.464
58 H -3.532 0.763 4.864  0.363
59 H -1.934 1.557 4.994  0.322
60 H -2.138 -0.099 5.551  0.302


The following is a quantum chemistry calculation of one molecule with the formula C20H33N5O4, from the OMol25 dataset.

Values from the calculation:
energy relative to the best compared isomer or geometry (same formula, charge and spin): 26.57 kJ/mol
charge: 0
max |F|: 0.003 hartree/bohr
orbital gap: 9.81 eV
SMILES string: CCO[C@H]1CCN(C(=O)CO[C@H]2C[C@@H](NC(=O)CCc3ncnn3C)C2)C[C@@H]1C

Last column: Mulliken charge in e.
CARTESIAN COORDINATES (ANGSTROEM)
1 C 1.860 -3.180 5.732  -1.333
2 C 1.362 -2.123 4.772  -0.069
3 O 0.438 -2.729 3.889  -0.343
4 C -0.260 -1.824 3.055  0.144
5 C 0.633 -1.242 1.963  -0.987
6 C -0.173 -0.375 1.003  -0.166
7 N -1.298 -1.124 0.461  0.231
8 C -1.397 -1.576 -0.818  1.115
9 O -2.264 -2.352 -1.183  -0.694
10 C -0.362 -1.035 -1.802  -0.344
11 O -0.584 -1.375 -3.143  -0.498
12 C -1.884 -1.153 -3.703  0.019
13 C -2.528 0.201 -3.329  -0.670
14 C -1.804 0.836 -4.539  -0.314
15 N -0.497 1.357 -4.167  -0.219
16 C -0.397 2.474 -3.407  0.262
17 O -1.330 3.236 -3.224  -0.672
18 C 0.950 2.701 -2.744  -0.328
19 C 0.727 2.947 -1.246  -0.191
20 C 1.993 2.847 -0.469  -0.054
21 N 2.445 1.739 0.096  -0.400
22 C 3.630 2.130 0.627  -0.313
23 N 3.935 3.392 0.429  -1.064
24 N 2.876 3.841 -0.280  0.795
25 C 2.827 5.220 -0.715  -0.812
26 C -1.672 -0.587 -5.120  -1.190
27 C -2.189 -1.656 1.479  -1.595
28 C -1.448 -2.569 2.456  0.881
29 C -2.398 -3.079 3.530  -1.756
30 H 2.582 -2.751 6.428  0.408
31 H 1.031 -3.597 6.303  0.318
32 H 2.344 -3.990 5.187  0.311
33 H 0.870 -1.306 5.316  0.313
34 H 2.203 -1.691 4.218  0.215
35 H -0.651 -0.995 3.673  0.241
36 H 1.435 -0.638 2.391  0.510
37 H 1.094 -2.070 1.415  0.120
38 H -0.570 0.496 1.538  0.056
39 H 0.475 0.007 0.221  0.032
40 H -0.300 0.055 -1.687  -0.089
41 H 0.621 -1.439 -1.547  0.495
42 H -2.490 -2.044 -3.577  0.552
43 H -3.604 0.150 -3.492  0.332
44 H -2.347 0.638 -2.348  0.251
45 H -2.343 1.586 -5.110  0.516
46 H 0.249 0.681 -4.113  0.422
47 H 1.610 1.843 -2.885  0.355
48 H 1.428 3.567 -3.207  0.467
49 H 0.232 3.907 -1.101  0.347
50 H 0.051 2.189 -0.847  0.049
51 H 4.282 1.470 1.175  0.483
52 H 1.908 5.387 -1.269  0.323
53 H 2.855 5.880 0.150  0.296
54 H 3.680 5.433 -1.356  0.287
55 H -0.735 -0.852 -5.611  0.343
56 H -2.508 -0.822 -5.776  0.324
57 H -2.628 -0.814 2.028  0.348
58 H -2.991 -2.195 0.982  0.560
59 H -1.050 -3.418 1.889  0.217
60 H -2.813 -2.244 4.103  0.365
61 H -3.230 -3.625 3.084  0.444
62 H -1.881 -3.740 4.223  0.354


The following is a quantum chemistry calculation of one molecule with the formula C5H11N, from the OMol25 dataset.

Values from the calculation:
energy relative to the best compared isomer or geometry (same formula, charge and spin): 50.72 kJ/mol
charge: 0
max |F|: 0.017 hartree/bohr
orbital gap: 9.36 eV
SMILES string: CCC/C=C\N

Last column: Mulliken charge in e.
CARTESIAN COORDINATES (ANGSTROEM)
1 C -2.236 -1.005 0.108  -1.197
2 C -0.898 -1.674 0.359  -0.472
3 C 0.220 -0.643 0.612  -0.497
4 C 0.775 -0.095 -0.666  -0.304
5 C 1.227 1.145 -0.806  -0.174
6 N 1.179 2.178 0.150  -0.564
7 H -2.160 -0.369 -0.769  0.304
8 H -3.055 -1.687 -0.093  0.366
9 H -2.497 -0.347 0.938  0.310
10 H -0.599 -2.263 -0.520  0.258
11 H -0.944 -2.379 1.189  0.331
12 H 0.978 -1.118 1.233  0.273
13 H -0.245 0.185 1.155  0.249
14 H 0.911 -0.778 -1.496  0.269
15 H 1.621 1.425 -1.770  0.344
16 H 1.972 2.795 0.038  0.259
17 H 1.186 1.805 1.092  0.243